Entry 1:
Computed, not measured: a 2-piece molecular cluster, C29H48BN3O6S overall, with ωB97M-V with the def2-TZVPD basis set.

Computed properties:
* HOMO: -7.9 eV
* HOMO-LUMO gap: 8.31 eV
* SMILES string: CCOc1ccc2c(c1CCCCO)Nc1c(cc(CCCOC)c(C[C@H](O)CN)c1B(N)O)S2.CCOCC

Last column: Mulliken charge in e.
Geometry (Å):
C 5.81 1.84 -1.83  -1.1954
C 4.57 1.75 -0.97  -0.1025
O 4.08 0.41 -0.94  -0.4516
C 2.74 0.24 -1.19  0.4005
C 2.41 -0.41 -2.38  -0.6926
C 1.09 -0.68 -2.71  -0.8808
C 0.09 -0.25 -1.84  0.8101
C 0.39 0.42 -0.65  -0.6069
C 1.73 0.63 -0.30  0.3077
C 2.06 1.24 1.04  -0.9854
C 1.90 0.15 2.13  -0.0097
C 2.97 -0.94 2.01  -1.1172
C 2.57 -2.14 1.16  -0.2812
O 2.23 -3.22 2.04  -0.6143
N -0.67 0.91 0.20  0.2629
C -1.73 -0.05 0.42  -1.2663
C -2.25 -0.79 -0.63  0.6031
C -3.26 -1.72 -0.39  -0.6001
C -3.81 -1.88 0.89  1.2441
C -4.90 -2.92 1.03  -1.5108
C -4.59 -4.12 1.96  -0.7496
C -3.12 -4.52 2.06  -0.4884
O -2.63 -4.24 3.36  -0.4622
C -1.35 -3.63 3.40  -0.4133
C -3.32 -1.08 1.93  1.3314
C -3.94 -1.16 3.30  -1.5217
C -5.31 -0.40 3.40  0.3267
O -5.32 0.71 2.50  -0.5692
C -5.59 0.04 4.84  -0.8310
N -6.59 -0.79 5.54  -0.6650
C -2.26 -0.19 1.70  -0.6983
B -1.69 0.73 2.86  1.0218
N -1.96 2.17 3.02  -0.6544
O -0.94 0.12 3.82  -0.8030
S -1.61 -0.52 -2.25  -0.3873
H 6.44 2.64 -1.43  0.4128
H 6.41 0.93 -1.80  0.3198
H 5.58 2.13 -2.85  0.1231
H 4.83 2.05 0.04  0.2362
H 3.81 2.45 -1.31  0.3450
H 3.19 -0.73 -3.06  0.5823
H 0.82 -1.18 -3.63  0.4439
H 3.09 1.56 1.09  0.2801
H 1.38 2.07 1.21  0.5120
H 1.96 0.63 3.10  0.4923
H 0.93 -0.33 1.99  -0.2388
H 3.13 -1.35 3.00  0.4971
H 3.93 -0.54 1.67  0.2818
H 1.71 -1.92 0.53  0.3077
H 3.42 -2.45 0.56  0.3204
H 1.70 -3.84 1.54  0.2941
H -1.07 1.70 -0.30  0.3684
H -3.62 -2.31 -1.22  0.3788
H -5.16 -3.27 0.04  0.4458
H -5.79 -2.42 1.41  0.2135
H -4.97 -3.92 2.95  0.3473
H -5.16 -4.96 1.58  0.5325
H -3.05 -5.60 1.91  0.3946
H -2.50 -4.06 1.28  0.3093
H -0.72 -3.94 2.57  0.2381
H -0.85 -3.93 4.31  0.3726
H -1.42 -2.54 3.39  0.1357
H -3.28 -0.73 4.05  0.8414
H -4.10 -2.20 3.59  0.0507
H -6.07 -1.08 3.04  0.1061
H -5.26 1.53 3.00  0.3275
H -5.96 1.07 4.83  0.4655
H -4.68 0.03 5.43  0.2854
H -7.44 -0.26 5.68  0.2661
H -6.88 -1.57 4.96  0.2703
H -2.90 2.36 3.33  0.1843
H -1.75 2.70 2.19  0.2555
H -0.77 0.72 4.55  0.2566
C 4.86 5.13 -7.73  -1.0263
C 5.43 3.81 -7.23  -0.3469
O 5.09 3.51 -5.89  -0.3970
C 3.71 3.38 -5.62  -0.1115
C 3.01 2.29 -6.41  -1.1028
H 5.18 5.95 -7.09  0.2873
H 5.21 5.33 -8.74  0.3870
H 3.77 5.12 -7.75  0.2674
H 6.52 3.86 -7.24  0.3264
H 5.15 2.99 -7.90  0.3027
H 3.20 4.34 -5.75  0.2893
H 3.65 3.14 -4.55  0.1376
H 3.03 2.48 -7.48  0.3362
H 1.97 2.21 -6.11  0.3717
H 3.50 1.32 -6.24  0.2736

Entry 2:
Computed, not measured: a 4-piece molecular cluster, C29H48Br2ClFN2O14P overall, with ωB97M-V with the def2-TZVPD basis set.

Computed properties:
* HOMO: -12.5 eV
* HOMO-LUMO gap: 9.98 eV
* charge: +1

Last column: Mulliken charge in e.
Geometry (Å):
C 1.72 6.71 5.12  -1.2203
C 0.95 6.74 3.80  -0.4943
C 0.70 5.33 3.28  -0.4036
C -0.12 5.39 1.99  -1.1037
C -0.65 4.02 1.57  -0.9476
C 0.43 2.94 1.48  -0.3831
C -0.18 1.66 0.88  -1.5944
C 0.74 0.91 -0.05  0.9171
N 2.01 0.49 0.61  0.6649
C 2.08 -0.88 1.21  -0.3467
C 1.12 -1.16 2.36  -1.7117
N 1.53 -0.46 3.60  -0.7479
C 2.40 -1.87 0.05  2.3193
C 3.44 -2.87 0.57  -1.1237
C 2.96 -3.81 1.64  -0.0557
O 3.14 -3.62 2.83  -0.5058
F 2.30 -4.89 1.21  -0.2270
C 1.24 -2.47 -0.75  0.0864
Br 1.90 -3.70 -2.13  -0.0782
C 0.12 -3.14 0.07  0.7570
C -0.51 -4.40 -0.50  -2.1023
Br -1.36 -1.85 0.22  0.0897
C 3.18 -0.86 -0.91  -0.5599
C 4.33 -1.33 -1.78  -1.2986
C 5.73 -1.44 -1.20  0.3003
O 6.56 -2.13 -1.74  -0.4948
Cl 6.20 -0.55 0.28  -0.1328
C 3.29 0.49 -0.23  0.0471
P 3.59 1.93 -1.31  0.3364
O 5.01 1.89 -1.64  -0.7375
O 3.25 3.23 -0.50  -0.4352
O 2.71 1.87 -2.62  -0.4701
H 1.02 6.52 5.92  0.3061
H 2.25 7.64 5.28  0.3676
H 2.43 5.90 5.07  0.3319
H 1.48 7.28 3.02  0.3608
H -0.03 7.18 3.92  0.3404
H 1.63 4.82 3.05  0.2827
H 0.12 4.75 3.99  0.2869
H 0.43 5.83 1.16  0.3211
H -0.99 6.00 2.17  0.5012
H -1.47 3.68 2.19  0.4082
H -1.07 4.12 0.57  0.4397
H 0.69 2.72 2.52  0.3126
H 1.30 3.30 0.95  0.3381
H -0.59 1.05 1.67  0.2212
H -1.03 1.95 0.27  0.9544
H 0.90 1.49 -0.95  0.8026
H 0.22 0.02 -0.36  -2.0263
H 2.22 1.17 1.34  0.7264
H 3.03 -0.85 1.72  1.1352
H 1.09 -2.20 2.62  0.6885
H 0.11 -0.82 2.17  0.1941
H 2.02 0.41 3.40  0.2800
H 2.21 -1.02 4.09  0.3307
H 4.27 -2.34 1.00  0.5697
H 3.86 -3.47 -0.23  0.7848
H 0.76 -1.71 -1.33  -0.6601
H 0.38 -3.39 1.08  -0.0415
H 0.13 -5.26 -0.39  0.4213
H -0.88 -4.27 -1.50  0.4239
H -1.38 -4.60 0.11  0.6180
H 2.40 -0.63 -1.63  -0.0908
H 4.41 -0.63 -2.60  0.5055
H 4.13 -2.29 -2.24  0.3772
H 4.05 0.62 0.53  1.1671
H 4.10 3.61 -0.27  0.3704
H 3.31 1.52 -3.29  0.4030
C -5.53 -5.63 -1.71  -0.4089
C -4.99 -5.27 -0.35  -0.3473
O -3.97 -4.31 -0.67  -0.2076
C -4.27 -3.76 -1.87  0.5356
O -3.72 -2.82 -2.34  -0.4409
O -5.28 -4.43 -2.46  -0.3479
H -6.59 -5.86 -1.71  0.3129
H -4.99 -6.45 -2.18  0.2909
H -5.74 -4.78 0.29  0.2695
H -4.57 -6.12 0.18  0.3005
C -6.28 0.48 -1.89  -0.3798
C -5.15 -0.13 -1.09  0.5161
O -4.90 0.87 -0.10  -0.2706
C -6.04 1.60 0.05  0.5794
O -6.22 2.39 0.91  -0.5269
O -6.93 1.30 -0.92  -0.3356
H -6.96 -0.26 -2.30  0.3177
H -5.92 1.12 -2.70  0.2634
H -5.44 -1.06 -0.60  0.0551
H -4.25 -0.31 -1.69  -0.2285
C -1.49 -0.69 -4.76  -0.5231
C -0.26 -1.33 -4.18  -0.3739
O 0.01 -0.51 -3.03  0.1122
C -1.15 0.09 -2.67  0.3019
O -1.29 0.71 -1.66  -0.3428
O -2.10 -0.10 -3.60  -0.3992
H -2.17 -1.40 -5.23  0.3577
H -1.26 0.10 -5.47  0.3043
H -0.44 -2.35 -3.84  0.1922
H 0.59 -1.33 -4.86  0.3272

| no. | E_LUMO (eV) |
| --- | --- |
| 1 | 0.4 |
| 2 | -2.5 |